No. 1
The following is a quantum chemistry calculation of a cluster of 2 separate species, C23H23N2 in total at a distorted geometry, from the Open Molecules 2025 dataset.

```
48
Properties=species:S:1:pos:R:3:forces:R:3
C 2.917823 1.862855 -1.692340 0.1 0.1 0.0
C 2.619446 0.413689 -1.618800 0.9 -0.3 0.2
N 3.572039 -0.556429 -1.541858 -0.6 1.1 -0.1
C 2.976605 -1.816305 -1.462050 -1.1 -0.9 0.1
C 1.583070 -1.628416 -1.477588 0.3 -0.7 -0.2
C 0.738107 -2.732707 -1.325639 0.3 0.4 0.1
C 1.287425 -3.987055 -1.227085 0.2 -0.1 0.1
C 2.669920 -4.171429 -1.261794 -0.2 -0.1 -0.1
C 3.523195 -3.098490 -1.363218 0.4 0.9 -0.1
C 1.341775 -0.202236 -1.606223 -1.8 0.3 0.0
C 0.092198 0.458266 -1.579261 1.6 -0.7 0.3
C -1.210065 -0.153474 -1.647401 -0.5 -0.3 -0.1
C -1.522221 -1.189780 -2.553174 0.4 0.3 0.2
C -2.742032 -1.817991 -2.521738 0.0 0.1 -0.1
C -3.711065 -1.456822 -1.590233 0.0 0.0 0.2
C -4.995000 -2.211064 -1.509279 -0.4 0.0 0.1
C -3.434520 -0.404822 -0.720191 -0.2 -0.2 -0.1
C -2.229999 0.251396 -0.759472 0.7 0.2 -0.2
H 2.009210 2.461017 -1.737314 0.0 -0.2 0.0
H 3.482183 2.186574 -0.818219 0.1 0.0 0.0
H 3.507974 2.098282 -2.578100 0.1 0.0 0.0
H 4.582042 -0.411122 -1.514046 -0.6 0.2 -0.1
H -0.325001 -2.598663 -1.268048 -0.1 -0.1 0.0
H 0.635973 -4.838140 -1.125537 -0.1 -0.2 0.0
H 3.069138 -5.171286 -1.225364 0.1 -0.1 0.1
H 4.590103 -3.232926 -1.378681 0.3 -0.1 0.0
H 0.111905 1.515647 -1.370884 0.0 0.3 0.1
H -0.778324 -1.498237 -3.266807 0.1 -0.1 -0.2
H -2.952915 -2.622187 -3.207241 0.0 -0.1 -0.2
H -5.661488 -1.793963 -0.752954 0.1 0.0 0.0
H -5.524447 -2.189280 -2.462647 0.0 -0.1 0.0
H -4.817429 -3.256072 -1.248149 0.0 0.0 -0.1
H -4.178838 -0.118106 0.003025 -0.1 0.1 0.1
H -2.014880 1.030600 -0.048992 0.0 0.2 0.1
C 0.068419 3.693735 5.516460 -0.1 0.3 0.3
C 0.055716 3.118201 4.142426 -0.1 0.2 0.1
C 0.636151 1.896509 3.866714 0.1 -0.1 0.1
C 0.595184 1.405624 2.581661 0.4 -0.7 0.2
N 0.024973 2.016445 1.559093 0.1 -0.1 -0.5
C -0.514445 3.189191 1.833724 -0.4 0.6 -0.4
C -0.529965 3.774857 3.078257 0.0 0.2 0.2
H -0.435714 4.660721 5.548704 0.0 -0.1 0.0
H -0.441802 3.031805 6.217578 0.1 0.0 0.0
H 1.090181 3.840314 5.870449 0.0 -0.1 0.0
H 1.119531 1.341262 4.653365 0.1 -0.2 0.1
H 1.065665 0.460137 2.363037 0.1 -0.3 0.0
H -0.957894 3.711332 1.001231 -0.2 0.1 -0.2
H -0.987884 4.738527 3.224587 -0.1 0.2 -0.1
```
Forces are in eV/Å.

Results
Charge ... +1
LUMO energy ... -4.662 eV
E_HOMO ... -11.5721 eV

Mulliken atomic charge list, values in e, 8 entries: -1.385 -0.187 0.138 -0.628 1.350 -0.205 -0.872 -0.606

No. 2
The following is a quantum chemistry calculation of a structure of composition C23H23N5SSeSiW, from the Open Molecules 2025 dataset.

```
55
Properties=species:S:1:pos:R:3:forces:R:3
W -0.357628 0.002093 0.445415 0.1 -0.1 0.1
C 4.627053 0.345448 -2.360263 0.0 0.0 0.0
C 5.036541 0.386058 -1.031139 0.0 0.0 -0.1
C 4.121536 0.206302 -0.010859 0.0 0.0 0.1
C 2.781548 -0.018914 -0.317858 0.1 0.0 0.0
C 2.367893 -0.056756 -1.642148 0.0 0.0 0.0
C 3.293389 0.122387 -2.660010 0.0 0.0 0.0
N 1.799942 -0.139110 0.719397 -0.1 0.0 0.0
N 2.261708 -0.282245 1.882486 0.1 0.0 0.0
C 1.283719 -0.334879 2.861967 -0.1 0.0 -0.1
C 1.706591 -0.462828 4.183761 -0.1 0.0 0.1
C 0.758472 -0.504994 5.184600 0.0 0.0 0.0
C -0.595867 -0.430752 4.856946 0.0 0.0 0.0
C -1.005849 -0.313066 3.539346 0.0 0.0 0.0
C -0.077443 -0.248815 2.490791 0.1 0.0 0.1
H 5.347476 0.486347 -3.155004 0.0 0.0 0.0
H 6.075760 0.567030 -0.790319 0.0 0.0 0.0
H 4.428295 0.256939 1.023135 0.0 0.0 0.0
H 1.331877 -0.236795 -1.890996 0.0 0.0 0.0
H 2.964862 0.079225 -3.690064 0.0 0.0 0.0
H 2.765958 -0.522781 4.394341 0.0 0.0 0.0
H 1.059473 -0.600732 6.219209 0.0 0.0 0.0
H -1.338065 -0.471152 5.643978 0.0 0.0 0.0
H -2.067794 -0.275268 3.331164 0.0 0.0 0.0
Se -2.879558 -0.263857 0.739408 -0.1 0.0 -0.1
C -3.386129 -0.887404 -0.922915 0.1 0.0 0.1
N -3.699774 -1.274004 -1.962434 0.0 0.0 0.0
C -2.479223 3.402117 -0.780552 0.0 0.0 0.1
Si -0.897945 2.616666 -1.358947 0.0 0.0 -0.1
C 0.197434 3.913195 -2.131347 0.0 0.0 0.0
C -1.171308 1.252705 -2.610039 0.0 0.0 0.0
N -0.066180 1.880277 0.046226 -0.1 -0.1 -0.1
C 0.817689 2.687034 0.831991 0.1 0.0 0.1
C 0.435240 3.073422 2.114414 0.0 0.0 0.0
C 1.293600 3.817419 2.908302 0.0 0.0 0.0
C 2.543865 4.186453 2.432441 0.0 0.0 0.0
C 2.925528 3.811597 1.151262 0.0 0.0 0.0
C 2.067952 3.071118 0.352314 0.0 0.0 0.0
H -2.983229 3.904264 -1.609489 0.0 0.0 0.0
H -2.265242 4.152981 -0.015394 0.0 0.0 0.0
H -3.166736 2.670035 -0.355303 0.0 0.0 0.0
H -0.346567 4.371590 -2.961779 0.0 0.0 0.0
H 1.118989 3.488800 -2.533890 0.0 0.0 0.0
H 0.460907 4.704558 -1.428274 0.0 0.0 0.0
H -1.905661 1.573709 -3.353626 0.0 0.1 0.0
H -1.564815 0.307209 -2.228611 0.0 0.0 0.0
H -0.236566 1.045157 -3.137023 0.0 0.0 0.0
H -0.538398 2.773762 2.482765 0.0 0.0 0.0
H 0.984248 4.105282 3.904879 0.0 0.0 0.0
H 3.216079 4.763438 3.053570 0.0 0.0 0.0
H 3.898745 4.092922 0.769649 0.0 0.0 0.0
H 2.374336 2.768306 -0.640503 0.0 0.0 0.0
S 0.284102 -3.666754 -2.491175 0.0 0.0 0.0
C 0.009615 -2.544410 -1.419636 0.0 0.0 0.1
N -0.184983 -1.695686 -0.608099 0.0 0.1 -0.1
```
Forces are in eV/Å.

Results
Multiplicity ... 3
Charge ... 0
LUMO energy (spin up / spin down) ... -1.273 / -1.795 eV
E_HOMO (spin up / spin down) ... -7.6485 / -8.9019 eV

Mulliken atomic charge list, values in e, 8 entries: 0.996 -0.456 -0.759 -0.115 0.168 0.349 -1.150 0.520

No. 3
The following is a quantum chemistry calculation of a structure of composition C23H23N6O7Sc at a distorted geometry, from the Open Molecules 2025 dataset.

```
60
Properties=species:S:1:pos:R:3:forces:R:3
Sc -0.113908 -0.440343 -0.020155 -0.5 0.7 -0.3
N -1.963696 -1.160344 -1.360227 0.1 -0.1 -0.1
C -1.633209 -1.348404 -2.791750 -0.1 0.1 0.1
C -0.157581 -1.656425 -2.942210 0.1 0.1 0.1
N 0.601141 -0.554895 -2.316199 0.0 -0.2 -0.2
H -2.043201 -2.067579 -0.904327 0.0 0.0 0.0
H -2.876337 -0.729693 -1.253230 0.0 0.1 0.0
H -1.864101 -0.415502 -3.309136 0.0 0.0 0.0
H -2.232599 -2.134326 -3.249611 0.0 -0.1 0.0
H 0.088181 -1.800337 -3.994080 0.0 0.0 -0.1
H 0.086157 -2.574573 -2.409068 0.0 0.0 0.0
H 0.490236 0.287839 -2.871130 0.0 0.1 0.1
H 1.601469 -0.738434 -2.289075 0.0 0.0 0.0
O 0.584896 -3.816249 1.880680 -0.1 -0.1 0.1
C 0.928192 -2.950778 1.117319 -0.1 0.3 -0.4
O 0.120188 -2.352586 0.248346 0.2 -0.9 0.3
C 2.367389 -2.511937 1.006197 0.0 -0.1 0.0
C 3.351396 -3.401862 1.374315 -0.1 -0.1 0.0
C 4.680456 -3.103883 1.118730 0.2 -0.2 0.1
C 5.041339 -1.963800 0.443332 0.2 0.1 -0.1
C 4.047353 -1.080225 0.072145 0.4 0.3 -0.1
C 2.706250 -1.253194 0.446318 -0.5 0.1 0.1
O 1.825893 -0.298308 0.328787 0.6 -0.1 0.1
N 4.442814 0.074372 -0.744013 0.0 -0.3 0.0
O 5.583687 0.473771 -0.661944 -0.1 0.1 0.1
O 3.611894 0.527330 -1.520507 0.1 0.0 0.0
N 5.727776 -4.056468 1.525198 -0.2 0.1 0.0
O 6.882100 -3.759337 1.293746 0.1 0.0 0.0
O 5.370644 -5.080450 2.069397 0.0 0.0 0.0
H 3.073040 -4.338286 1.837670 0.0 0.0 0.0
H 6.073331 -1.765029 0.195475 0.0 0.0 0.0
C -1.112381 -0.134302 2.012557 -0.3 0.2 -0.1
C -2.560137 -0.123520 1.808358 0.1 0.0 0.1
C -3.324056 1.057173 1.868587 -0.1 0.0 -0.1
C -4.669148 1.073879 1.550121 0.0 0.1 0.0
C -5.323566 -0.101288 1.182730 -0.3 0.1 -0.1
C -4.605561 -1.297208 1.180499 0.1 -0.1 0.0
C -3.260273 -1.305807 1.491580 0.0 -0.1 0.0
C -6.721710 -0.082318 0.824396 0.3 0.0 0.1
N -7.834437 -0.064881 0.531511 0.1 0.0 0.0
H -0.782004 -1.039851 2.521430 0.1 -0.1 0.0
H -0.749377 0.747247 2.539593 0.0 0.1 0.0
H -2.839978 1.973740 2.186944 0.0 0.0 0.0
H -5.232525 1.997416 1.602418 0.0 0.0 0.0
H -5.117820 -2.221736 0.943961 0.0 0.0 0.0
H -2.718109 -2.247016 1.510366 0.0 0.0 0.0
C 0.264506 6.115335 -0.291037 0.0 0.0 0.0
C 0.095880 4.628533 -0.410449 0.0 0.1 0.0
C 1.154799 3.794592 -0.743322 0.0 0.0 0.0
C 0.957813 2.428767 -0.816811 -0.1 0.0 0.0
N -0.231748 1.852879 -0.585822 0.2 0.1 0.2
C -1.257809 2.657187 -0.274532 0.0 -0.1 -0.1
C -1.138216 4.025453 -0.181076 -0.1 0.1 0.0
H 1.271650 6.425585 -0.561411 0.0 0.0 0.0
H 0.070040 6.436158 0.733629 0.0 0.0 0.0
H -0.444340 6.637387 -0.935132 0.0 0.0 0.0
H 2.141214 4.197436 -0.936471 0.0 0.0 0.0
H 1.784324 1.766345 -1.049319 0.0 0.0 0.0
H -2.209758 2.173993 -0.095859 0.0 0.0 0.0
H -2.008467 4.618758 0.071569 0.0 0.0 0.0
```
Forces are in eV/Å.

Results
Charge ... 0
LUMO energy ... -0.618 eV
E_HOMO ... -7.8388 eV

Mulliken atomic charge list, values in e, 8 entries: -0.128 -0.132 -0.866 -0.492 -0.261 0.284 0.235 0.364

No. 4
The following is a quantum chemistry calculation of a structure of composition C23H23OP2Ti at a distorted geometry, from the Open Molecules 2025 dataset.

```
50
Properties=species:S:1:pos:R:3:forces:R:3
C 2.924470 -3.551532 -0.003568 -0.2 1.5 -0.3
C 3.009527 -4.789288 0.574096 0.4 -0.9 0.2
C 1.960452 -5.488066 1.195240 0.2 0.1 0.0
C 0.621194 -5.052254 1.188939 -0.2 -0.5 0.1
C 0.077774 -3.950587 0.531223 -0.4 -0.8 -0.4
Ti 1.233849 -2.439243 0.388856 1.0 -0.5 0.0
P 2.719928 -1.277436 -1.636726 0.0 0.2 -0.2
H 3.779715 -3.209360 -0.602811 0.1 -0.7 0.5
H 3.986533 -5.287233 0.510173 -0.3 -0.2 0.1
H 2.192081 -6.462128 1.632698 -0.2 0.3 0.0
H -1.012652 -3.891969 0.436616 0.1 -0.1 0.2
H -0.079240 -5.727133 1.706157 0.2 0.1 -0.1
H 2.160272 -1.028186 -2.923623 0.4 0.4 0.1
H 4.008199 -1.682243 -2.066767 -0.4 -0.3 0.1
H 3.211152 0.014636 -1.300277 -0.3 0.2 -0.5
O -0.122523 -1.008708 0.605769 -1.1 3.1 -0.5
P -0.554422 0.459325 0.254400 0.7 -2.8 0.1
C 0.817149 1.501671 0.863532 -0.1 0.8 0.2
C 2.050837 0.920214 1.199752 -0.4 -0.4 -0.1
C 2.982513 1.621167 1.946530 0.3 0.3 0.2
C 2.668917 2.872091 2.480579 -0.3 0.0 -0.2
C 1.466428 3.491992 2.124326 0.2 -0.5 -0.2
C 0.594832 2.845082 1.246477 0.1 -0.2 0.0
C -0.943108 0.504062 -1.536499 -0.3 0.3 -0.2
C -1.770698 1.516815 -2.072115 0.4 -0.3 0.0
C -2.220466 1.431513 -3.386030 0.0 0.1 0.1
C -1.695896 0.462985 -4.243038 0.2 0.1 -0.1
C -0.769468 -0.454723 -3.757984 -0.2 -0.1 0.1
C -0.511759 -0.522098 -2.389843 0.5 -0.1 0.5
C -2.082406 1.071910 1.000880 -0.5 0.3 0.8
C -2.019120 1.948060 2.104265 0.3 0.2 -0.5
C -2.934905 2.992708 2.216685 -0.3 -0.2 0.2
C -4.044055 3.032598 1.364440 0.3 -0.5 0.0
C -4.283627 1.958040 0.493796 0.0 0.1 0.4
C -3.323981 0.961274 0.344365 0.4 0.3 -0.3
H 2.292535 -0.109427 0.913443 -0.1 0.5 0.1
H 3.960833 1.181048 2.141054 -0.3 0.0 0.1
H 3.362382 3.368242 3.158683 -0.2 -0.1 -0.2
H 1.175714 4.439885 2.568528 0.2 0.0 -0.3
H -0.286079 3.382841 0.891075 0.2 -0.3 0.3
H -2.065523 2.358885 -1.453253 -0.1 -0.2 -0.1
H -2.981554 2.130651 -3.736756 0.4 -0.1 0.0
H -1.990445 0.436647 -5.295644 0.1 0.1 0.4
H -0.251242 -1.141044 -4.426469 -0.4 0.0 0.1
H 0.060480 -1.378087 -1.986454 -0.4 0.6 -0.2
H -1.190938 1.851556 2.804558 -0.1 0.3 -0.3
H -2.757648 3.787502 2.949484 -0.2 -0.4 -0.2
H -4.745253 3.855268 1.424072 0.0 0.0 0.0
H -5.192266 1.921614 -0.105392 0.2 0.0 0.2
H -3.488491 0.130464 -0.337440 0.1 0.3 -0.1
```
Forces are in eV/Å.

Results
Multiplicity ... 2
Charge ... 0
LUMO energy (spin up / spin down) ... -0.665 / -0.664 eV
E_HOMO (spin up / spin down) ... -5.1847 / -5.2279 eV

Mulliken atomic charge list, values in e, 8 entries: 0.046 -0.499 0.107 -0.378 -0.574 -0.672 0.029 0.183

DFT total energy values, unit a.u., following the record order: -999.53561; -4320.28837; -2506.21040; -2497.46021.
Molar mass values, unit u, following the record order: 327.5; 692.4; 540.4; 425.3.
ΔE to the lowest compared entry with this formula, charge and spin values, unit kcal per mole, following the record order: 0.0; 0.0; 3.4; 40.3.